[1]
114
Properties=species:S:1:pos:R:3 method="wB97M-V/def2-TZVPD" homo_lumo_gap_ha=0.3039 total_energy_ha=-2464.2702 smiles=c1cc[nH]c1.c1cc[nH]c1.c1cc[nH]c1.c1cc[nH]c1.c1cc[nH]c1.c1cc[nH]c1.c1cc[nH]c1.c1ccncc1.c1ccncc1.c1ccncc1.c1ccncc1 homo_energy_ha=-0.28020
C 16.85406 -28.42956 0.67086
C 16.76904 -29.85433 0.62130
C 15.53283 -30.19504 1.08016
N 14.86857 -29.06377 1.47257
C 15.69242 -27.98004 1.22238
H 17.63939 -27.78501 0.31082
H 17.45831 -30.54494 0.16661
H 14.98580 -31.12372 1.03866
H 13.97300 -29.04191 1.91719
H 15.40669 -26.98044 1.50790
C 21.77836 -21.43418 -0.86697
C 20.41304 -21.68323 -0.66785
C 19.72831 -20.49503 -0.77437
N 20.66719 -19.51996 -1.01156
C 21.90718 -20.08635 -1.09808
H 22.51150 -22.22023 -0.91099
H 19.90516 -22.62797 -0.53585
H 18.70212 -20.27596 -0.54291
H 20.48308 -18.53948 -1.09827
H 22.75996 -19.44953 -1.26999
C 23.41274 -23.77590 1.44592
C 23.87961 -24.70248 2.42025
C 24.95108 -25.39387 1.91012
N 25.09279 -25.01026 0.60285
C 24.18824 -24.03379 0.32729
H 22.64755 -23.04619 1.64458
H 23.60698 -24.85843 3.45456
H 25.66148 -26.07690 2.34298
H 25.80914 -25.38424 0.00769
H 24.06133 -23.58859 -0.64559
C 20.77127 -27.84366 -1.05100
C 20.02911 -26.68298 -0.74173
C 20.86449 -25.82359 -0.06391
N 22.08517 -26.44568 0.09365
C 22.04384 -27.63441 -0.56449
H 20.36551 -28.77194 -1.41725
H 19.00585 -26.48512 -1.01973
H 20.70023 -24.84302 0.35514
H 22.84392 -25.95036 0.53282
H 22.89211 -28.29377 -0.49472
C 18.55743 -23.95437 -4.44865
C 18.75586 -24.35535 -3.11997
C 17.53145 -24.53959 -2.50983
N 16.59165 -24.38091 -3.50163
C 17.19896 -23.91225 -4.63808
H 19.35130 -23.71808 -5.13656
H 19.68106 -24.47206 -2.57462
H 17.29685 -24.73598 -1.47838
H 15.59782 -24.44495 -3.38994
H 16.58247 -23.60528 -5.46766
C 24.52714 -29.14091 -3.25492
C 24.96124 -29.16664 -4.58936
C 25.72375 -30.30884 -4.71690
N 25.84872 -30.89296 -3.48172
C 25.16966 -30.13866 -2.56339
H 23.87949 -28.43282 -2.75786
H 24.74518 -28.52472 -5.42602
H 26.21690 -30.74032 -5.57388
H 26.40672 -31.71272 -3.34787
H 25.12289 -30.46134 -1.53884
C 17.86803 -21.86284 1.78283
C 17.12194 -22.86449 1.19435
C 17.65810 -24.08963 1.57313
N 18.67798 -23.79690 2.44760
C 18.83514 -22.45807 2.56324
H 17.72192 -20.82802 1.51764
H 16.31093 -22.69383 0.50279
H 17.44167 -25.10707 1.29505
H 19.22671 -24.49071 2.92695
H 19.60041 -22.04221 3.19780
C 23.10824 -22.88267 -4.76962
C 22.26879 -23.37887 -3.79648
C 22.72105 -24.42492 -3.00006
N 23.88795 -25.02576 -3.21010
C 24.67270 -24.57087 -4.20034
C 24.33526 -23.48498 -4.98998
H 22.76567 -21.99786 -5.29409
H 21.36184 -22.88239 -3.47197
H 22.19664 -24.70923 -2.09175
H 25.56862 -25.15391 -4.37050
H 24.93462 -23.15139 -5.82662
C 19.00004 -27.53882 3.34722
C 18.21174 -27.22384 4.43836
C 18.80079 -26.55362 5.50747
N 20.06537 -26.13091 5.44224
C 20.82964 -26.45000 4.39624
C 20.32501 -27.13868 3.30686
H 18.50877 -28.05938 2.53655
H 17.15684 -27.46814 4.41892
H 18.19714 -26.35258 6.38219
H 21.78806 -25.94604 4.42137
H 20.91040 -27.30636 2.40943
C 20.44850 -31.46788 3.39159
C 21.35591 -32.50168 3.17575
C 21.62264 -32.84201 1.85286
N 21.04260 -32.26489 0.79432
C 20.22456 -31.22528 1.01929
C 19.88778 -30.82762 2.31073
H 20.22663 -31.01716 4.35256
H 21.60734 -33.14082 4.01154
H 22.26556 -33.69850 1.69038
H 19.75358 -30.82818 0.13232
H 19.17763 -30.03229 2.47305
C 24.52531 -29.36207 3.43440
C 23.61051 -29.71838 2.44457
C 24.06771 -29.84090 1.14874
N 25.29662 -29.55415 0.69394
C 26.13786 -29.13974 1.64920
C 25.80565 -29.01793 2.99039
H 24.30888 -29.31282 4.49167
H 22.59095 -29.97072 2.69916
H 23.41165 -30.35723 0.45205
H 27.16585 -28.98040 1.34169
H 26.54714 -28.78546 3.74427

[2]
114
Properties=species:S:1:pos:R:3 method="wB97M-V/def2-TZVPD" homo_lumo_gap_ha=0.1606 total_charge=-1 total_energy_ha=-2795.9932 homo_energy_ha=-0.10644
Y 1.71655 0.13325 0.32852
O -0.60191 2.58506 -3.14858
C -0.71473 3.84602 -2.59552
C -1.53501 4.84262 -3.16187
C -1.53389 6.13933 -2.61520
C -0.80899 6.42997 -1.46080
C -0.04881 5.43409 -0.90271
C -0.07252 4.15199 -1.39119
C 0.63213 3.07469 -0.63926
O 0.73648 1.86637 -1.09881
N 0.87276 3.36718 0.64248
N 1.07813 2.25768 1.32826
C 1.09083 2.31138 2.64737
C 0.94979 1.09892 3.34901
C 1.11391 1.11397 4.72668
C 0.51592 0.09487 5.46785
C -0.00403 -1.01733 4.78927
C -0.04200 -0.99755 3.39073
N 0.55724 -0.06081 2.66443
H -0.10275 2.03194 -2.46783
H -2.23300 4.65405 -4.02296
H -2.10780 6.91719 -3.13846
H -0.93499 7.39188 -0.95592
H 0.61260 5.78144 -0.15401
H 1.32396 3.26977 3.22668
H 1.61647 1.94524 5.20571
H 0.42154 0.16024 6.58414
H -0.44584 -1.87375 5.29111
H -0.49433 -1.83226 2.81613
C -7.01950 -2.26051 1.48311
C -6.81370 -1.29442 0.35202
C -7.96308 -0.83918 -0.29491
C -7.95927 -0.13368 -1.47440
C -6.70847 0.32030 -1.97836
C -5.52500 -0.01230 -1.27976
C -5.55444 -0.86186 -0.15839
P -3.91603 -0.99193 0.62019
C -4.08728 -1.63807 2.30193
C -3.84705 -3.03973 2.57585
C -3.71588 -3.50091 3.85506
C -3.83735 -2.59291 4.94681
C -4.07722 -1.26031 4.68047
C -4.31834 -0.77352 3.37990
C -4.79487 0.63655 3.17920
C -2.99096 -2.14211 -0.35429
C -3.68379 -3.29193 -0.68472
C -2.96869 -4.34786 -1.22501
C -1.67970 -4.15814 -1.74850
C -1.14317 -2.87741 -1.77658
C -1.78708 -1.83839 -1.07031
C -1.22502 -0.58739 -0.99201
H -8.09168 -2.47016 1.60415
H -6.63158 -1.92695 2.43428
H -6.58062 -3.26334 1.29558
H -8.92190 -1.16105 0.08449
H -8.85804 0.07858 -2.06005
H -6.68475 0.96839 -2.84229
H -4.57802 0.34331 -1.72404
H -3.77899 -3.71330 1.72511
H -3.44819 -4.52744 3.97465
H -3.77594 -2.88640 5.99807
H -4.20098 -0.52186 5.50140
H -5.65935 0.92572 3.78553
H -5.13078 0.76135 2.11645
H -3.94508 1.31152 3.35536
H -4.73803 -3.40536 -0.40788
H -3.36620 -5.39890 -1.28958
H -1.08519 -5.01280 -2.17931
H -0.24024 -2.64753 -2.27780
H -1.61283 0.14563 -0.32603
H -0.56998 -0.20566 -1.74733
C 3.26373 -4.06646 -0.39305
C 2.69743 -3.16232 0.68989
O 1.80217 -2.19221 0.13192
H 3.88846 -4.77270 0.14397
H 3.87603 -3.61781 -1.15897
H 2.54923 -4.74397 -0.94630
H 3.44667 -2.49731 1.15493
H 2.05696 -3.64268 1.48582
H 1.71420 -2.31730 -0.81867
N 3.73075 0.42141 0.87316
C 4.62297 0.95586 1.61572
C 5.12143 2.32275 1.44020
C 6.16833 2.76712 2.24685
C 6.66262 2.03010 3.32287
C 6.12106 0.82784 3.67233
C 5.19764 0.24418 2.81024
H 4.67508 2.95066 0.68071
H 6.66778 3.72148 2.02431
H 7.40203 2.47947 3.97672
H 6.32180 0.40585 4.65473
H 4.81211 -0.78022 3.04508
C 6.02570 -0.65961 -3.17884
C 5.38785 0.67371 -2.99552
N 4.02256 0.66164 -3.69520
C 3.89668 1.46047 -4.92277
C 5.08923 1.21737 -5.87133
C 2.95386 0.04355 -3.10759
C 1.78938 -0.37343 -3.96585
N 2.92019 -0.18278 -1.85226
H 5.44089 -1.53588 -3.54933
H 6.41595 -1.07280 -2.25241
H 6.93892 -0.59121 -3.81205
H 5.93516 1.50156 -3.39053
H 5.22173 0.92178 -1.95261
H 3.75059 2.47577 -4.57972
H 2.96900 1.12665 -5.44503
H 5.98131 1.77386 -5.51676
H 4.86941 1.57023 -6.87367
H 5.30608 0.10506 -5.87135
H 1.24114 0.48401 -4.44296
H 1.05219 -0.92667 -3.35969
H 2.15246 -0.99064 -4.74223
H 3.79782 -0.04189 -1.33806